No. 1
ORCA calculation (the ωB97M-V functional and the def2-TZVPD basis) on C41H48N13O4SSr as an isolated structure.

Each line ends with the Mulliken charge.
Atoms and positions in Å:
Sr  -0.1285  -0.1346  0.5563  2.11
N  1.0497  4.1242  2.1848  -0.08
C  1.6684  4.3455  0.9743  -0.97
C  1.6454  3.1496  0.3215  -0.73
N  1.0318  2.2099  1.1084  0.38
C  0.6818  2.8215  2.2174  -0.23
C  -0.0506  2.1180  3.2598  -0.26
N  -0.5858  0.9318  3.0519  0.59
C  -1.1979  0.5830  4.2283  -0.76
C  -1.0216  1.5632  5.1567  -0.69
N  -0.2928  2.5417  4.5218  -0.09
H  0.8366  4.8327  2.8656  0.19
H  2.0473  5.3126  0.6969  0.45
H  2.0010  2.8942  -0.6627  0.62
H  -1.7284  -0.3481  4.3308  0.46
H  -1.3429  1.6609  6.1777  0.44
H  0.0408  3.3876  4.9509  0.20
O  0.0770  -1.8892  -1.3589  0.74
C  0.4709  -1.4149  -2.6732  4.73
C  0.6141  0.1518  -2.5930  -1.45
O  0.4217  0.8075  -3.6077  -0.68
O  0.9629  0.5894  -1.4492  -0.70
C  1.8339  -2.0117  -3.0112  -1.03
C  2.8579  -1.2524  -3.5656  -0.05
C  4.0908  -1.8317  -3.8343  -1.31
C  4.3186  -3.1692  -3.5426  -0.54
C  3.2969  -3.9358  -3.0005  -0.89
C  2.0586  -3.3630  -2.7508  -0.60
C  -0.5672  -1.8485  -3.6947  -0.63
C  -1.7380  -2.4895  -3.3148  -0.03
C  -2.6831  -2.8590  -4.2647  -0.89
C  -2.4626  -2.5969  -5.6056  -0.60
C  -1.2869  -1.9655  -5.9927  -0.86
C  -0.3465  -1.5944  -5.0473  -0.56
H  0.7806  -2.4649  -1.0338  -0.12
H  2.6937  -0.2060  -3.7916  0.52
H  4.8789  -1.2307  -4.2701  0.44
H  5.2822  -3.6163  -3.7471  0.69
H  3.4557  -4.9858  -2.7871  0.52
H  1.2541  -3.9894  -2.3782  0.42
H  -1.9167  -2.6962  -2.2698  0.31
H  -3.5950  -3.3530  -3.9524  0.43
H  -3.1980  -2.8837  -6.3456  0.42
H  -1.1010  -1.7582  -7.0385  0.41
H  0.5587  -1.0936  -5.3596  0.47
O  -2.1536  -1.5846  1.1550  -0.84
S  -2.9277  -2.5802  0.3092  0.57
C  -2.1735  -4.2048  0.6600  -0.27
C  -3.0773  -4.9678  1.6352  -0.78
C  -3.9246  -3.9313  2.3691  -0.37
C  -4.3971  -2.9740  1.2853  -1.04
H  -1.2025  -3.9471  1.0850  -0.04
H  -2.0111  -4.7151  -0.2885  0.43
H  -2.4842  -5.5754  2.3174  0.36
H  -3.7278  -5.6455  1.0801  0.31
H  -3.3229  -3.3880  3.1001  0.17
H  -4.7640  -4.3844  2.8951  0.44
H  -4.7979  -2.0233  1.6342  0.38
H  -5.1130  -3.4401  0.6049  0.43
C  3.6451  -1.0280  -0.1477  0.04
C  3.0122  -1.8869  0.8880  0.44
N  1.7568  -1.8351  1.2992  0.89
C  1.6216  -2.8177  2.2583  -1.27
C  2.7959  -3.4700  2.4253  -0.65
N  3.6771  -2.8661  1.5518  0.06
C  5.0627  -3.2364  1.3849  -1.16
N  5.2723  -4.1351  0.2793  0.79
N  4.6672  -5.3463  0.2806  -0.59
N  5.1022  -6.0402  -0.6965  -0.61
C  6.0515  -5.2990  -1.3711  0.35
C  6.8337  -5.6230  -2.4846  -0.68
C  7.7131  -4.6656  -2.9309  -0.62
C  7.8177  -3.4085  -2.2959  -0.54
C  7.0534  -3.0759  -1.2014  -0.99
C  6.1664  -4.0580  -0.7504  1.46
H  2.8941  -0.3746  -0.5915  -0.65
H  4.0762  -1.6345  -0.9489  -0.43
H  4.4385  -0.4112  0.2820  0.67
H  0.6863  -2.9903  2.7651  0.59
H  3.0874  -4.2975  3.0473  0.49
H  5.3953  -3.7020  2.3111  0.32
H  5.6670  -2.3495  1.2066  0.39
H  6.7434  -6.5890  -2.9621  0.46
H  8.3433  -4.8717  -3.7853  0.39
H  8.5250  -2.6868  -2.6827  0.40
H  7.1473  -2.1095  -0.7237  0.38
C  -2.7117  0.5639  -1.7941  0.30
N  -2.0558  1.3580  -0.7250  2.20
C  -1.5191  2.5910  -1.3657  -0.80
N  -2.5688  3.3608  -2.0191  0.15
C  -3.1908  2.5142  -3.0417  -0.68
N  -3.7777  1.3037  -2.4548  0.05
C  -4.7619  1.7011  -1.4494  -0.74
N  -4.1721  2.5307  -0.3898  0.10
C  -3.0990  1.7689  0.2356  -0.90
C  -3.5811  3.7142  -1.0278  -0.75
H  -3.1276  -0.3448  -1.3518  -0.24
H  -1.9677  0.2873  -2.5412  -0.53
H  -0.7614  2.3014  -2.0933  -0.06
H  -1.0584  3.2074  -0.5892  0.20
H  -2.4336  2.2236  -3.7713  0.39
H  -3.9745  3.0815  -3.5461  0.36
H  -5.1934  0.8047  -0.9973  0.34
H  -5.5591  2.2661  -1.9346  0.35
H  -3.5154  0.8736  0.7054  -0.08
H  -2.6317  2.3829  1.0120  0.20
H  -3.1227  4.3395  -0.2576  0.34
H  -4.3748  4.2846  -1.5129  0.34

**Charge**: +1
**HOMO-LUMO gap**: 8.4 eV
**2S+1**: 1
**Energy above the lowest of the compared OMol25 structures with the same formula, charge and spin**: 0.000 eV
**HOMO level**: -0.381 Eh
**LUMO level**: -1.99 eV

No. 2
ORCA calculation (the ωB97M-V functional and the def2-TZVPD basis) on one molecule with the formula C6H13N in a non-equilibrium geometry.

Each line ends with the natural charge from an NBO analysis.
Atoms and positions in Å:
C  -2.0039  -2.9370  -0.5134  -0.41
C  -1.0465  -2.0761  -0.2196  -0.17
C  -1.2046  -0.5699  -0.3289  -0.45
C  -0.5476  0.2843  0.7671  -0.21
N  0.9582  0.0971  0.7133  -0.63
C  1.7552  1.2959  0.7075  -0.23
C  1.5605  2.2520  -0.5000  -0.63
H  -2.1549  -4.0051  -0.6012  0.21
H  -2.9852  -2.5104  -0.7390  0.17
H  -0.0777  -2.3751  0.1789  0.20
H  -2.2321  -0.2922  -0.5331  0.22
H  -0.6214  -0.3807  -1.2418  0.21
H  -0.9146  0.1208  1.7790  0.19
H  -0.7151  1.3461  0.5756  0.18
H  1.0653  -0.4492  -0.1209  0.34
H  2.8202  1.0392  0.7211  0.19
H  1.7811  1.7742  1.6993  0.19
H  2.1955  3.1316  -0.4064  0.21
H  1.8648  1.7543  -1.4221  0.20
H  0.5030  2.5000  -0.5153  0.20

**Charge**: 0
**HOMO-LUMO gap**: 9.9 eV
**Structure (SMILES)**: C=CCCNCC
**2S+1**: 1
**Energy above the lowest of the compared OMol25 structures with the same formula, charge and spin**: 1.552 eV
**HOMO level**: -0.321 Eh
**LUMO level**: 1.15 eV

No. 3
ORCA calculation (the ωB97M-V functional and the def2-TZVPD basis) on C10H20N3 as an isolated structure in a non-equilibrium geometry.

Each line ends with the natural charge from an NBO analysis.
Atoms and positions in Å:
C  -0.4969  0.6401  -0.0935  -0.11
C  -1.5936  0.6970  0.9642  -0.05
C  1.8437  0.1352  0.1314  0.04
C  -0.5027  -0.9510  0.1103  0.35
C  -2.7179  2.4410  -0.4365  -0.60
C  4.0429  0.8289  -0.7669  -0.61
C  0.5075  -3.2146  -0.2310  -0.59
C  -2.9940  1.3505  0.5707  -0.38
C  3.2786  0.6540  0.5076  -0.42
C  -0.4875  -2.2002  -0.7687  -0.49
N  0.7599  0.9446  0.5941  -0.28
N  0.9994  -0.3174  1.1935  -0.21
N  -1.5671  -0.7522  1.2044  -0.60
H  -0.6318  1.2789  -0.9116  0.24
H  -1.2415  1.1520  1.8024  0.23
H  1.7692  -0.3800  -0.7920  0.20
H  -2.4161  1.8596  -1.3206  0.21
H  -1.8587  2.9933  0.0410  0.22
H  -3.5797  3.0078  -0.5751  0.24
H  3.5770  1.6270  -1.4096  0.21
H  4.0719  -0.1614  -1.3120  0.20
H  5.0908  1.1412  -0.4565  0.23
H  0.1747  -3.5631  0.7318  0.21
H  1.3739  -2.6843  0.0007  0.21
H  0.8093  -4.0409  -0.8523  0.25
H  -3.7183  0.4521  0.2668  0.20
H  -3.5124  1.7316  1.4802  0.24
H  3.2928  1.5915  1.0784  0.24
H  3.9470  -0.0902  1.0520  0.23
H  -1.5377  -2.5603  -0.8747  0.24
H  -0.0371  -1.8301  -1.7367  0.25
H  -0.9819  -1.0062  2.0882  0.48
H  -2.4932  -1.3545  1.1361  0.45

**Charge**: +1
**HOMO-LUMO gap**: 9.4 eV
**2S+1**: 1
**Energy above the lowest of the compared OMol25 structures with the same formula, charge and spin**: 6.818 eV
**HOMO level**: -0.476 Eh
**LUMO level**: -3.53 eV

No. 4
ORCA calculation (the ωB97M-V functional and the def2-TZVPD basis) on C7H13ClGaI2N2OP as an isolated structure in a non-equilibrium geometry.

Each line ends with the natural charge from an NBO analysis.
Atoms and positions in Å:
I  -0.5362  -2.6325  0.2715  0.38
I  -0.4663  2.7252  0.2433  0.36
Ga  0.3369  0.0902  0.4584  0.85
P  0.1850  -0.0076  -2.0438  1.02
C  -1.4518  -0.0207  -2.8294  -0.98
C  1.0452  1.4307  -2.7518  -0.96
H  2.0172  -1.5536  -2.2038  0.28
H  1.2663  -1.2588  -3.8057  0.28
H  0.4726  -2.3441  -2.6116  0.25
C  1.0693  -1.4355  -2.7396  -0.96
H  2.0025  1.5554  -2.2345  0.28
H  1.2229  1.2623  -3.8221  0.28
H  -1.3261  -0.0200  -3.9209  0.29
H  -2.0212  0.8669  -2.5345  0.26
H  0.4455  2.3352  -2.6082  0.25
H  -2.0039  -0.9187  -2.5331  0.26
C  -1.9140  0.0296  0.2488  0.49
O  -3.0082  0.0060  0.5822  -0.43
Cl  2.5221  0.0147  0.2375  -0.45
N  -0.5135  0.4572  4.4967  -0.46
C  0.5059  -0.4876  4.5858  -0.03
C  0.8455  -0.7880  3.3023  -0.06
N  0.0650  -0.0073  2.4396  -0.67
C  -0.7721  0.7092  3.1965  0.23
H  -0.9651  0.9244  5.2723  0.46
H  0.9203  -0.8528  5.5176  0.28
H  1.5770  -1.4852  2.9250  0.26
H  -1.5208  1.4055  2.8616  0.24

**Charge**: +2
**HOMO-LUMO gap (spin up / spin down)**: 5.3 / 5.7 eV
**2S+1**: 1
**Energy above the lowest of the compared OMol25 structures with the same formula, charge and spin**: 0.000 eV
**HOMO level (spin up / spin down)**: -0.604 / -0.605 Eh
**LUMO level (spin up / spin down)**: -11.11 / -10.79 eV

No. 5
ORCA calculation (the ωB97M-V functional and the def2-TZVPD basis) on C4H5F2FeN2O4S as an isolated structure in a non-equilibrium geometry.

Each line ends with the natural charge from an NBO analysis.
Atoms and positions in Å:
Fe  -0.0866  0.0578  -0.1286  1.27
O  1.6774  -2.8825  -0.7705  -0.94
S  1.0186  -1.8001  -1.4344  2.52
O  1.0134  -1.7776  -2.8634  -0.94
O  -0.4324  -1.6271  -0.8890  -0.94
O  1.5488  -0.4357  -0.8812  -0.93
F  -0.2906  2.3710  0.0646  -0.37
C  -0.9366  1.7461  -0.9838  0.40
F  -2.0975  1.2876  -0.4546  -0.34
H  -1.1446  2.4755  -1.7614  0.17
N  0.0054  1.0869  2.8783  -0.31
C  0.0217  0.7000  4.1653  -0.01
C  -0.0223  -0.6740  4.1726  -0.33
C  -0.0615  -1.0415  2.8208  0.01
N  -0.0459  0.0344  2.0466  -0.40
H  0.0416  2.0190  2.5042  0.43
H  0.0631  1.4134  4.9705  0.23
H  -0.0237  -1.3241  5.0288  0.25
H  -0.0936  -2.0224  2.3735  0.25

**Charge**: 0
**HOMO-LUMO gap (spin up / spin down)**: 7.7 / 9.5 eV
**2S+1**: 2
**HOMO level (spin up / spin down)**: -0.356 / -0.358 Eh
**LUMO level (spin up / spin down)**: -1.99 / -0.23 eV

No. 6
ORCA calculation (the ωB97M-V functional and the def2-TZVPD basis) on a 3-piece molecular cluster, C6H17NO3 overall in a non-equilibrium geometry.

Each line ends with the natural charge from an NBO analysis.
Atoms and positions in Å:
C  1.1123  -1.1538  -2.4502  -0.63
C  -0.1600  -0.5940  -1.8736  -0.22
N  0.1060  0.3963  -0.8203  -0.45
C  0.8964  -0.1950  0.2738  -0.42
C  -1.0844  1.0888  -0.3875  -0.14
C  -0.7732  2.4818  0.1937  -0.61
C  -2.0576  0.3339  0.4960  0.44
O  -1.8992  -0.7751  0.9413  -0.55
H  1.4787  -1.9232  -1.7796  0.21
H  1.8588  -0.3903  -2.6623  0.22
H  0.9717  -1.6903  -3.3864  0.22
H  -0.8403  -1.3641  -1.4931  0.18
H  -0.7869  -0.1173  -2.6377  0.19
H  1.9393  -0.0519  -0.0239  0.20
H  0.7561  -1.2669  0.3887  0.19
H  0.8037  0.4165  1.1567  0.19
H  -1.7745  1.1576  -1.2482  0.22
H  -1.6301  3.1493  0.1183  0.22
H  -0.6174  2.3153  1.2609  0.20
H  0.1105  2.9048  -0.2546  0.24
H  -3.0073  0.8748  0.6984  0.11
O  -0.4545  -3.6399  1.5135  -0.94
H  0.2953  -3.1272  1.8088  0.46
H  -1.1653  -2.9958  1.4961  0.48
O  2.2203  1.2799  3.1530  -0.93
H  2.4334  1.7414  2.3420  0.47
H  1.2681  1.1446  3.1763  0.47

**Charge**: 0
**HOMO-LUMO gap**: 9.2 eV
**Structure (SMILES)**: CCN(C)[C@H](C)C=O.O.O
**2S+1**: 1
**Energy above the lowest of the compared OMol25 structures with the same formula, charge and spin**: 2.394 eV
**HOMO level**: -0.318 Eh
**LUMO level**: 0.51 eV

Q: Look up the 2S+1 of the first one.
A: 1

Q: Which value of 2S+1 does entry 5 give?
A: 2

Q: charge of number 5 (C4H5F2FeN2O4S)?
A: 0